Molecular formula: C43H98BrF2N3O14PS10
Method: DFT, wB97M-V/def2-TZVPD

Structure (XYZ):
```
172
Properties=species:S:1:pos:R:3
C -0.67 -5.66 3.92
C -0.38 -4.29 4.55
C -1.61 -3.35 4.54
C -1.43 -2.06 3.74
C -2.76 -1.58 3.13
C -3.22 -2.45 1.95
C -2.52 -1.96 0.67
C -2.67 -2.86 -0.54
C -1.85 -2.40 -1.74
C -0.38 -2.73 -1.49
C 0.60 -2.28 -2.59
C 1.71 -1.28 -2.27
F 2.71 -1.59 -3.21
O 1.25 0.00 -2.58
C 1.81 1.14 -1.90
C 1.02 2.36 -2.43
C 0.11 2.05 -3.62
O -1.12 1.45 -3.27
P 3.58 1.35 -2.57
N 4.04 2.82 -2.78
C 1.55 0.91 -0.40
Br -0.38 0.45 -0.25
C 1.71 2.12 0.51
C 2.50 3.20 0.11
C 2.60 4.28 0.96
C 1.92 4.30 2.17
N 1.17 3.27 2.58
C 1.09 2.23 1.77
N 2.21 -0.38 0.15
S 3.63 -0.03 1.18
O 4.42 0.94 0.54
O 3.12 0.12 2.48
F 4.35 -1.38 1.09
C 2.49 -1.42 -0.94
C 2.62 -2.85 -0.40
C 1.93 -3.20 0.95
C 1.41 -4.65 0.99
O 0.00 -4.76 0.95
H -1.07 -6.35 4.66
H 0.26 -6.09 3.55
H -1.38 -5.57 3.09
H 0.47 -3.81 4.05
H -0.09 -4.46 5.59
H -1.82 -3.07 5.57
H -2.47 -3.91 4.19
H -0.67 -2.17 2.95
H -1.08 -1.27 4.40
H -3.50 -1.68 3.91
H -2.70 -0.53 2.85
H -2.95 -3.50 2.09
H -4.28 -2.32 1.79
H -2.93 -0.97 0.42
H -1.47 -1.80 0.95
H -2.40 -3.89 -0.28
H -3.74 -2.90 -0.78
H -2.19 -2.93 -2.63
H -1.99 -1.33 -1.92
H -0.34 -3.82 -1.44
H -0.14 -2.38 -0.49
H 0.03 -1.83 -3.40
H 1.07 -3.16 -3.02
H 1.70 3.14 -2.76
H 0.41 2.81 -1.65
H -0.11 3.02 -4.07
H 0.63 1.50 -4.40
H -1.82 2.11 -3.29
H 3.56 0.64 -3.78
H 4.50 0.70 -1.74
H 4.23 3.07 -3.74
H 3.05 3.22 -0.83
H 3.20 5.14 0.68
H 2.02 5.17 2.81
H 0.50 1.40 2.14
H 1.51 -0.71 0.83
H 3.50 -1.14 -1.24
H 3.67 -3.08 -0.26
H 2.30 -3.57 -1.14
H 1.09 -2.55 1.22
H 2.67 -3.13 1.74
H 1.76 -5.13 1.91
H 1.79 -5.23 0.15
H -0.39 -4.11 1.54
C -0.83 -10.72 6.21
S -1.90 -9.70 5.19
O -1.24 -8.37 5.06
C -3.20 -9.51 6.42
H 0.08 -10.92 5.65
H -0.58 -10.19 7.13
H -1.33 -11.66 6.44
H -2.79 -9.06 7.32
H -3.63 -10.49 6.64
H -3.96 -8.86 5.99
C -3.98 2.39 6.63
S -2.90 1.08 6.07
O -3.71 0.17 5.22
C -2.71 0.27 7.66
H -4.26 3.00 5.77
H -4.88 1.96 7.08
H -3.46 3.01 7.36
H -3.69 -0.02 8.04
H -2.22 0.95 8.36
H -2.08 -0.61 7.52
C 2.33 0.24 7.88
S 1.46 -0.84 9.02
O 0.18 -1.22 8.35
C 1.06 0.43 10.23
H 2.63 -0.35 7.02
H 1.67 1.05 7.56
H 3.22 0.65 8.38
H 0.49 1.23 9.75
H 1.99 0.83 10.65
H 0.47 -0.03 11.01
C -6.59 1.46 2.14
S -6.17 -0.28 2.31
O -6.57 -0.95 1.04
C -7.44 -0.65 3.53
H -5.94 1.89 1.38
H -7.63 1.56 1.83
H -6.43 1.96 3.09
H -8.42 -0.40 3.12
H -7.24 -0.07 4.43
H -7.39 -1.71 3.75
C -1.12 6.71 2.42
S -0.19 7.95 1.50
O 1.25 7.67 1.73
C -0.65 9.33 2.55
H -0.94 5.74 1.95
H -0.78 6.69 3.45
H -2.18 6.95 2.37
H -0.34 9.13 3.58
H -1.73 9.48 2.50
H -0.14 10.22 2.18
C 5.45 0.66 -6.90
S 5.85 2.08 -5.87
O 5.36 3.29 -6.57
C 7.62 1.99 -6.12
H 4.36 0.55 -6.92
H 5.82 0.82 -7.91
H 5.89 -0.24 -6.48
H 7.85 2.07 -7.18
H 8.00 1.04 -5.72
H 8.08 2.82 -5.58
C -2.51 5.91 -6.82
S -2.42 4.45 -5.78
O -3.78 3.85 -5.73
C -2.19 5.34 -4.24
H -2.70 5.58 -7.84
H -3.32 6.55 -6.48
H -1.56 6.44 -6.78
H -3.03 6.02 -4.08
H -1.25 5.90 -4.28
H -2.15 4.62 -3.42
C -3.59 0.47 -6.70
S -2.42 -0.81 -7.18
O -3.14 -1.77 -8.06
C -2.30 -1.56 -5.55
H -3.85 1.05 -7.58
H -4.49 0.01 -6.29
H -3.12 1.12 -5.96
H -3.29 -1.89 -5.23
H -1.89 -0.83 -4.85
H -1.64 -2.42 -5.63
C 5.75 2.80 -10.30
S 6.51 1.59 -11.40
O 7.87 1.33 -10.86
C 6.69 2.69 -12.81
H 5.60 2.31 -9.34
H 6.41 3.65 -10.18
H 4.79 3.11 -10.71
H 7.29 3.55 -12.52
H 5.71 3.00 -13.15
H 7.20 2.14 -13.60
```

Computed properties:
HOMO = -0.36808 hartree
Total charge = +1
Total energy = -10011.14974 a.u.
Orbital gap = 7.14 eV